Entry 1:
ORCA calculation (ωB97M-V with the def2-TZVPD basis set) on an isolated molecule of C4H4F2O2S at a distorted geometry.

The geometry in XYZ format:
```
13
Properties=species:S:1:pos:R:3:nbo_charge:R:1
C -2.04675 0.47678 -0.05497 0.5513
C -0.11672 -1.00238 -0.60613 0.3871
C 1.08538 -0.59374 0.16019 0.4037
C 1.45093 0.79385 0.43782 -0.7240
O -1.27619 -0.65784 0.13769 -0.5553
O -1.79845 1.41198 -0.74777 -0.5454
F -0.14066 -0.41544 -1.83321 -0.3282
F 1.72372 -1.55993 0.81064 -0.3107
S -3.40565 0.17708 0.94272 0.2204
H -0.15805 -2.09257 -0.75112 0.1785
H 0.66258 1.46022 0.09009 0.2515
H 2.37754 1.05268 -0.08768 0.2371
H 1.64232 0.94931 1.50173 0.2340
```

## Properties
E_LUMO (alpha / beta)   0.2 / -2.8 eV
Gap between HOMO and LUMO (alpha / beta)   10.9 / 5.4 eV
ΔE to the lowest compared entry with this formula, charge and spin   0.0 kcal per mole
Total charge   0
Molar mass   154.14 g/mol

---

Entry 2:
ORCA calculation (ωB97M-V with the def2-TZVPD basis set) on the ion C3H8N with charge +2 at a distorted geometry.

The geometry in XYZ format:
```
12
Properties=species:S:1:pos:R:3:nbo_charge:R:1
C -0.10363 -1.04813 1.01918 -0.6921
C 0.31194 0.02110 0.08100 0.4738
C 1.43058 0.13737 -0.67484 -0.0245
N -0.92659 0.88692 -0.32986 -0.7288
H -0.73122 -1.71976 0.45159 0.3379
H 0.77674 -1.52186 1.40536 0.3102
H -0.60484 -0.54616 1.77772 0.2932
H 1.53821 1.16647 -1.16110 0.2710
H 2.01623 -0.59104 -1.10716 0.3031
H -1.18880 1.69692 0.19691 0.4972
H -1.78677 0.34978 -0.35333 0.4859
H -0.73186 1.16839 -1.30547 0.4731
```

## Properties
E_LUMO (alpha / beta)   -11.7 / -15.0 eV
Gap between HOMO and LUMO (alpha / beta)   11.3 / 9.7 eV
ΔE to the lowest compared entry with this formula, charge and spin   23.8 kcal per mole
Total charge   +2
Multiplicity   2
Molar mass   58.10 g/mol
⟨S²⟩   0.75

---

Entry 3:
ORCA calculation (ωB97M-V with the def2-TZVPD basis set) on a cluster of 10 separate species, C26H72O14 in total at a distorted geometry.

The geometry in XYZ format:
```
112
Properties=species:S:1:pos:R:3:mulliken_charge:R:1
C -3.37212 -6.22804 2.30506 -1.5091
C -2.75295 -5.01579 1.66100 0.7476
C -2.21744 -5.21007 0.28003 -1.1054
O -3.71661 -3.97795 1.64227 -0.5552
H -2.59479 -6.98563 2.48310 0.3862
H -4.10356 -6.67145 1.62639 0.3806
H -3.90188 -5.96718 3.22259 0.3652
H -1.95305 -4.59350 2.28897 0.1657
H -1.29750 -5.78606 0.28774 0.3506
H -2.02212 -4.22348 -0.12978 0.1232
H -2.93557 -5.63293 -0.40986 0.3602
H -4.57551 -4.28667 1.34881 0.3066
C 4.01348 1.39955 0.96067 -0.3619
C 5.33556 1.06014 0.32108 0.5872
C 6.47192 1.80141 0.93857 -1.5086
O 5.46759 -0.32072 0.46024 -0.4471
H 3.21433 0.77442 0.55429 -0.6097
H 3.75264 2.41627 0.70746 0.5054
H 4.09319 1.15852 2.02576 0.3541
H 5.29269 1.30571 -0.74499 0.2234
H 6.87608 1.30723 1.83578 0.3390
H 6.13001 2.78133 1.29279 0.3384
H 7.34839 1.83514 0.28980 0.4129
H 6.29408 -0.53229 0.03324 0.2892
C 3.76293 -3.83232 1.81050 -1.4819
C 3.40898 -3.11936 0.52583 0.6564
C 2.49136 -3.87191 -0.37907 -1.0673
O 2.77504 -1.86976 0.82332 -0.4627
H 4.48525 -4.61568 1.51536 0.3893
H 2.91000 -4.31011 2.30912 0.2937
H 4.18907 -3.13411 2.53777 0.3925
H 4.34346 -2.89600 -0.00289 0.2526
H 2.41744 -3.43501 -1.38386 0.0403
H 1.52962 -4.09183 0.10706 0.2387
H 2.96403 -4.86355 -0.52850 0.4827
H 3.45702 -1.39500 1.31163 -0.0610
C -1.46134 0.17637 6.38813 -1.4850
C -1.35468 -0.52372 5.05058 0.7822
C -2.36641 -0.07453 4.06636 -0.8670
O -0.13539 -0.23871 4.38688 -0.5310
H -1.43792 1.25864 6.31014 0.3338
H -0.72446 -0.14739 7.13314 0.3609
H -2.46103 -0.00316 6.80703 0.3801
H -1.42713 -1.61330 5.18010 0.1726
H -2.20280 1.00044 3.96824 0.1779
H -3.40856 -0.31984 4.23240 0.4478
H -2.04151 -0.50561 3.10697 -0.0979
H -0.15937 -0.57459 3.45755 0.4879
C 1.57108 2.74516 -2.26610 -0.4958
C 1.30249 1.84783 -3.46625 1.2593
C 1.13952 2.65569 -4.75504 -1.5966
O 2.38257 0.92553 -3.65732 -0.6639
H 1.92467 2.13717 -1.42469 -0.3168
H 0.65600 3.24971 -1.90273 0.0738
H 2.33461 3.46210 -2.54304 0.4893
H 0.38517 1.28026 -3.31686 -0.2036
H 2.03902 3.27886 -4.89488 0.3873
H 0.30673 3.36414 -4.67696 0.3191
H 1.02158 2.01512 -5.62626 0.3923
H 2.54893 0.52185 -2.80021 0.2394
C -0.33618 3.49016 2.06632 -0.6974
C 1.12106 3.61024 1.70489 1.9250
C 1.38649 4.83897 0.87791 -1.5525
O 1.85962 3.79704 2.92706 -0.6587
H -0.91462 3.21442 1.16650 -0.0727
H -0.66851 4.39018 2.58521 0.4712
H -0.52687 2.73136 2.82974 0.0488
H 1.51714 2.72226 1.22355 -0.7253
H 0.87129 4.72483 -0.08872 0.2019
H 2.45459 5.00219 0.75467 0.3827
H 1.01939 5.77807 1.31083 0.4280
H 1.57812 3.15619 3.59087 0.3642
C -3.51182 0.78136 -3.27080 -0.0060
C -4.30909 0.00968 -2.22157 -0.4563
O -4.24407 0.76977 -0.94839 -0.4923
O -4.13923 1.93826 -3.69895 -0.6082
H -3.39699 0.15215 -4.14969 0.4595
H -2.52670 0.98112 -2.83825 -0.1551
H -3.91291 -0.98423 -2.02892 0.4014
H -5.33713 -0.00299 -2.60178 0.3028
H -4.50536 0.20645 -0.20867 0.2338
H -4.14450 2.60825 -3.01174 0.3800
C -3.60208 4.12591 -0.26439 -0.2672
C -4.46537 4.92596 -1.20198 -0.7112
O -5.29940 4.13338 -2.02120 -0.5073
O -2.72044 3.26439 -0.97735 -0.1310
H -4.26314 3.58322 0.42694 0.3424
H -3.01787 4.74010 0.42555 0.2988
H -3.85103 5.54790 -1.83338 0.3057
H -5.14495 5.58975 -0.66091 0.3892
H -5.91935 3.64264 -1.46105 0.2910
H -2.98876 2.34551 -0.85191 -0.0925
C 1.21943 -2.19815 -3.95286 0.4510
C -0.24361 -2.48143 -3.83286 -0.1766
O -0.91874 -2.66038 -5.11585 -0.5633
O 1.79551 -3.35465 -4.70443 -0.6109
H 1.71271 -2.02421 -2.99207 -0.2894
H 1.33828 -1.26769 -4.49350 0.3769
H -0.70663 -1.65065 -3.30435 -0.0658
H -0.42794 -3.34783 -3.18412 0.2419
H -0.31607 -3.21852 -5.62408 0.3613
H 2.69521 -3.08219 -4.89478 0.3237
C -0.07568 0.06658 -0.45180 1.2036
C -0.71335 -0.85780 0.57900 0.0409
O 0.10962 -1.03730 1.75381 -0.4393
O 1.05727 -0.55804 -1.10751 0.2116
H 0.23934 1.00399 0.05067 -0.6839
H -0.79387 0.35402 -1.21360 -0.4414
H -1.04170 -1.83618 0.20537 -0.3405
H -1.58055 -0.27931 0.94254 0.3753
H 0.94025 -1.46798 1.45706 0.1389
H 1.63631 -0.80814 -0.35149 -0.0645
```

## Properties
E_LUMO   0.3 eV
Gap between HOMO and LUMO   9.9 eV
ΔE to the lowest compared entry with this formula, charge and spin   17.6 kcal per mole
Total charge   0
Molar mass   608.85 g/mol
Structure (SMILES)   CC(C)O.CC(C)O.CC(C)O.CC(C)O.CC(C)O.CC(C)O.OCCO.OCCO.OCCO.OCCO